The following is a DFT calculation (ωB97M-V/def2-TZVPD) of a molecular structure, C16H21ClGeNOSTi in a non-equilibrium geometry.

Geometry (Å):
Ti -0.14467 -0.41564 -0.76157
O 0.40700 -0.23890 0.97872
N 1.64488 -0.22141 1.50091
C 1.76223 0.04645 2.82290
C 3.00367 0.04193 3.37992
C 4.10840 -0.24997 2.56404
C 3.94120 -0.52440 1.23228
C 2.65812 -0.51604 0.66108
S 2.28412 -0.85262 -0.97907
H 0.83625 0.24834 3.33771
H 3.10998 0.25798 4.43207
H 5.10212 -0.26051 2.99158
H 4.77837 -0.75723 0.59038
C -0.31516 -3.16130 1.97192
Ge -1.84815 -2.67352 0.87518
C -3.05704 -4.16911 0.73440
C -2.82187 -1.14725 1.60011
C -1.19476 -2.12946 -0.92555
H -0.45864 -4.16087 2.38319
H -0.18838 -2.46946 2.80591
H 0.60288 -3.17221 1.38137
H -3.42924 -4.40416 1.73284
H -2.54511 -5.04584 0.33729
H -3.90516 -3.93597 0.09065
H -3.31560 -1.42213 2.53360
H -3.59443 -0.83709 0.89404
H -2.17939 -0.29053 1.80919
H -2.05672 -2.00683 -1.59052
H -0.53329 -2.89929 -1.33814
Cl -0.12020 -0.02358 -3.23034
C 0.65470 1.44301 -2.58154
C 1.82926 1.88441 -3.16813
C 2.48998 2.92794 -2.55833
C 1.98223 3.49113 -1.38196
C 0.80795 3.02779 -0.83039
C 0.07822 1.99264 -1.43899
C -1.15184 1.40326 -0.85857
H 2.21354 1.40708 -4.05861
H 3.40879 3.30127 -2.99007
H 2.50942 4.30882 -0.90822
H 0.40886 3.48189 0.06791
H -1.97560 1.33430 -1.56873
H -1.47061 1.86806 0.06784

Values from the calculation:
- LUMO energy (Ha) = -0.131
- orbital gap (eV) = 8.18
- net charge = +1

natural (NBO) population analysis, charges in e, atoms 1 to 6:
1. Ti 1.46
2. O -0.56
3. N 0.00
4. C 0.05
5. C -0.25
6. C -0.12


The following is a DFT calculation (ωB97M-V/def2-TZVPD) of 3 unconnected molecules or ions with the total composition C16H21F16NO4 in a non-equilibrium geometry.

Geometry (Å):
C 2.23761 -0.88226 0.73881
C 1.88924 -0.74574 -0.74835
C 0.43281 -0.42417 -0.93152
O 0.26167 0.94292 -0.48332
C -0.93644 1.23656 -0.05282
O -1.05355 2.06622 0.74054
N -2.06397 0.56968 -0.60834
C -2.95288 0.02126 0.43821
C -3.13196 -1.48783 0.23095
H 3.16850 -1.40246 0.88859
H 1.41029 -1.33741 1.26930
H 2.36362 0.11286 1.14225
H 2.50344 0.06475 -1.11415
H 2.16049 -1.62472 -1.31771
H -0.18432 -1.13211 -0.40083
H 0.22089 -0.43252 -1.99099
H -2.59842 1.31407 -1.03284
H -3.93160 0.47930 0.42462
H -2.55002 0.15829 1.43310
H -3.16049 -1.68255 -0.82933
H -4.02758 -1.83081 0.72887
H -2.27360 -2.02501 0.61338
C 6.54086 -5.35745 -2.98221
C 6.06326 -5.24454 -1.52618
C 4.69247 -5.84549 -1.22121
F 3.72045 -5.23004 -1.92950
F 4.41127 -5.67765 0.09371
F 6.10734 -3.95216 -1.13820
F 6.96848 -5.91611 -0.76097
O 6.34670 -4.21655 -3.79620
C 5.12941 -4.05193 -4.41591
C 4.42459 -2.78932 -3.92567
F 4.20763 -2.85644 -2.59580
F 3.22165 -2.66978 -4.53427
F 4.35633 -5.14511 -4.27321
F 5.37495 -3.90912 -5.73594
H 7.62220 -5.46999 -2.93140
H 6.17734 -6.26534 -3.46268
H 4.67659 -6.91658 -1.44262
H 5.02286 -1.90233 -4.14326
C -5.88611 4.43728 3.12744
C -5.39019 5.33446 4.27170
C -5.15301 6.80160 3.91857
F -4.19965 6.92916 2.97217
F -4.72921 7.46583 5.02215
F -4.28028 4.79540 4.81620
F -6.35347 5.31050 5.23711
O -4.90630 3.66302 2.46490
C -4.19666 4.24244 1.43579
C -2.70742 4.32131 1.75670
F -2.49869 5.06838 2.86625
F -2.05536 4.91774 0.73303
F -4.71270 5.44412 1.11037
F -4.35426 3.44029 0.35410
H -6.54064 3.70167 3.59155
H -6.51532 4.98274 2.42454
H -6.07554 7.27295 3.56668
H -2.29327 3.32873 1.91387

Values from the calculation:
- LUMO energy (Ha) = 0.021
- SMILES = FC(F)C(F)(F)COC(F)(F)C(F)F.FC(F)C(F)(F)COC(F)(F)C(F)F.CCCOC(=O)NCC
- orbital gap (eV) = 10.23
- energy above the lowest of the compared OMol25 structures with the same formula, charge and spin (kJ/mol) = 58.0
- net charge = 0

natural (NBO) population analysis, charges in e, atoms 1 to 6:
1. C -0.61
2. C -0.42
3. C -0.07
4. O -0.49
5. C 0.91
6. O -0.59


The following is a DFT calculation (ωB97M-V/def2-TZVPD) of 5 unconnected molecules or ions with the total composition C16H21F3O15 in a non-equilibrium geometry.

Geometry (Å):
C 2.10437 4.36340 -5.05460
C 3.45260 3.96880 -4.65529
O 4.16808 4.26668 -5.84882
C 3.28945 4.14826 -6.94522
O 3.54225 4.07586 -8.10666
O 2.08988 4.16941 -6.42747
F 3.50216 2.65814 -4.43966
H 1.86783 5.39747 -4.80391
H 1.41131 3.69195 -4.54772
H 3.86252 4.53782 -3.82086
C -1.25694 -4.79597 2.42388
C 0.21935 -4.87773 2.13453
O 0.84531 -4.47235 3.36306
C -0.03427 -3.67988 3.95909
O 0.24375 -2.91199 4.84717
O -1.29485 -3.79313 3.36039
F 0.69901 -4.12171 1.04292
H -1.61652 -5.76510 2.76973
H -1.80747 -4.56255 1.51255
H 0.46588 -5.92676 1.97064
C 3.09853 0.44701 0.10696
C 1.66472 0.92702 -0.22046
O 1.91512 2.32742 -0.43233
C 2.98633 2.69243 0.32599
O 3.26779 3.86977 0.64768
O 3.74864 1.58065 0.63512
F 0.85479 0.70246 0.83183
H 3.54003 0.21771 -0.86288
H 3.08863 -0.45552 0.71806
H 1.24313 0.45258 -1.10661
C 1.41142 3.12548 5.37867
O 1.33790 4.09374 6.40342
C 0.28809 4.57071 7.01688
O -0.87355 4.21887 6.80833
O 0.69438 5.44950 7.94593
C -0.31228 6.13593 8.73362
H 0.86245 3.36089 4.46691
H 0.81297 2.28087 5.72012
H 2.45015 2.80003 5.32181
H -0.88616 5.44438 9.35049
H -1.07623 6.70693 8.20595
H 0.23663 6.81533 9.38570
C -4.65355 -6.48926 -4.95408
C -4.29832 -5.00217 -5.01454
C -5.12559 -4.01966 -4.17619
O -4.14775 -3.31437 -3.41765
C -2.93050 -3.73430 -3.69433
O -1.84579 -3.36567 -3.24700
O -2.97957 -4.80819 -4.50280
H -4.86881 -7.02885 -5.87636
H -5.53448 -6.62273 -4.32620
H -3.89449 -7.03341 -4.39209
H -4.37904 -4.71275 -6.06230
H -5.79889 -4.59648 -3.54212
H -5.65058 -3.40719 -4.90925

Values from the calculation:
- LUMO energy (Ha) = 0.009
- SMILES = O=C1OC[C@@H](F)O1.O=C1OC[C@@H](F)O1.O=C1OC[C@@H](F)O1.C[C@H]1COC(=O)O1.COC(=O)OC
- orbital gap (eV) = 10.60
- net charge = 0

natural (NBO) population analysis, charges in e, atoms 1 to 6:
1. C -0.13
2. C 0.43
3. O -0.52
4. C 0.98
5. O -0.55
6. O -0.47


The following is a DFT calculation (ωB97M-V/def2-TZVPD) of a molecular structure, C16H21IrN6O2.

Geometry (Å):
Ir 0.14088 -0.00270 0.09331
N -1.03565 0.12937 1.86443
C -1.74348 -1.14088 2.20392
C -2.19068 -1.71991 0.87975
N -0.95865 -1.87702 0.03349
C -0.17351 -3.11680 0.39994
C 1.04120 -2.72972 1.19151
N 1.62463 -1.56570 0.48555
H -1.74610 0.81528 1.59609
H -0.55428 0.53319 2.67062
H -1.06449 -1.79959 2.73731
H -2.58958 -0.92664 2.85747
H -2.68795 -2.68135 1.00582
H -2.87351 -1.04885 0.35534
H -1.26294 -2.01952 -0.92550
H -0.82132 -3.80146 0.94505
H 0.11206 -3.60384 -0.53365
H 0.78730 -2.40092 2.19646
H 1.75871 -3.54622 1.27132
H 2.40314 -1.21740 1.03634
H 2.04714 -1.88099 -0.38908
O -1.14658 3.80722 0.69232
C -0.49524 2.82619 0.52588
N -0.83036 1.71417 -0.25450
C -1.74947 1.78216 -1.31034
O -2.62349 2.57130 -1.45680
C -1.34048 0.75476 -2.32978
C -1.86580 0.72799 -3.60001
C -1.38088 -0.20992 -4.50573
C -0.38367 -1.09256 -4.10091
C 0.08678 -1.02970 -2.80663
N -0.38637 -0.11411 -1.93317
C 0.90921 2.65331 1.03631
C 1.57874 3.69656 1.62078
C 2.90596 3.51034 2.00683
C 3.49103 2.27253 1.78003
C 2.75022 1.25977 1.20155
N 1.46792 1.42930 0.82911
H -2.63295 1.44936 -3.85519
H -1.77092 -0.25308 -5.51481
H 0.03254 -1.82288 -4.78184
H 0.87581 -1.68506 -2.46274
H 1.05352 4.63573 1.74574
H 3.47138 4.31489 2.45947
H 4.52297 2.07729 2.03809
H 3.24722 0.32613 1.00083

Values from the calculation:
- LUMO energy (alpha / beta) (Ha) = -0.420 / -0.486
- 2S+1 = 2
- orbital gap (alpha / beta) (eV) = 7.87 / 6.06
- energy above the lowest of the compared OMol25 structures with the same formula, charge and spin (kJ/mol) = 183.1
- net charge = +3

natural (NBO) population analysis, charges in e, atoms 1 to 6:
1. Ir 1.41
2. N -0.71
3. C -0.25
4. C -0.25
5. N -0.54
6. C -0.26


The following is a DFT calculation (ωB97M-V/def2-TZVPD) of a molecular structure, C16H21N3O2S in a non-equilibrium geometry.

Geometry (Å):
C 3.34870 2.84069 -0.25619
H 3.03450 3.63364 -0.95032
O 2.37887 2.08816 -0.04093
C 2.60345 0.84470 0.75083
C 2.58582 -0.65618 -0.13087
N 1.18710 -1.17050 0.04580
C 0.07568 -0.85999 -0.59511
C -0.91995 -1.53394 -0.53086
C -0.47429 -2.40585 0.50829
C 0.92624 -2.17312 0.81745
C 1.76570 -2.57873 1.80342
H 2.56639 -3.14131 1.17005
H 2.22940 -2.25155 2.40782
H 1.30893 -3.47242 2.35165
H -0.97725 -3.23325 0.95767
C -2.31122 -1.50053 -0.82775
O -2.48515 -1.08974 -1.95222
C -3.35317 -2.22600 -0.04465
H -3.44107 -3.03817 -0.62462
H -3.05137 -2.23340 1.03218
S -4.92023 -1.23456 -0.27341
C -4.34477 0.42806 0.35244
N -5.07442 1.47350 0.22833
C -4.61603 2.59946 0.58014
C -3.20248 2.91084 0.42453
C -2.33751 1.61607 0.69004
N -2.91885 0.21171 0.47756
H -1.32167 1.77936 0.87662
H -2.86287 3.68215 0.94898
H -5.21837 3.33601 0.44948
C 0.15176 0.48560 -1.79752
H 0.63810 1.22142 -1.49819
H -0.86496 0.67358 -1.92635
H 0.56054 -0.06584 -2.71566
C 3.16289 -0.45737 -1.36129
H 2.81299 0.62271 -1.90812
H 3.06335 -1.31809 -2.07142
H 4.26591 -0.20997 -0.99907
H 3.15864 -1.10712 0.64239
H 1.67736 0.94038 1.66587
H 3.60703 0.95055 1.40756
H 3.93259 2.39268 -0.67514
H 3.65371 3.22637 0.59057

Values from the calculation:
- LUMO energy (Ha) = -0.008
- orbital gap (eV) = 7.36
- energy above the lowest of the compared OMol25 structures with the same formula, charge and spin (kJ/mol) = 1843.0
- net charge = 0

natural (NBO) population analysis, charges in e, atoms 1 to 6:
1. C -0.17
2. H 0.16
3. O -0.55
4. C -0.10
5. C -0.05
6. N -0.36